(1)
Molecular formula: C18H24Cl2N2O3
Method: DFT, ωB97M-V with the def2-TZVPD basis set

The geometry in ORCA input format:
```
! RIJCOSX wB97M-V def2-TZVPD def2/J DEFGRID3
* xyz 0 1
C 0.97 0.81 -2.80
H 1.07 1.18 -3.82
H 0.59 1.62 -2.18
H 0.24 0.00 -2.79
C 2.32 0.30 -2.29
C 2.84 -0.79 -3.21
H 3.82 -1.14 -2.89
H 2.15 -1.64 -3.21
H 2.93 -0.42 -4.23
C 2.18 -0.25 -0.87
H 1.30 -0.90 -0.85
H 3.06 -0.85 -0.63
C 2.00 0.85 0.19
N 1.12 0.45 1.28
C 0.01 1.18 1.52
O -0.30 2.14 0.84
C -0.83 0.76 2.72
H -0.20 0.74 3.61
H -1.59 1.53 2.86
C -1.52 -0.61 2.50
N -0.90 -1.36 1.43
C -1.35 -1.33 0.15
O -0.73 -1.84 -0.77
C -2.68 -0.68 -0.09
C -2.74 0.59 -0.65
C -3.96 1.16 -0.95
C -5.13 0.45 -0.72
C -5.09 -0.83 -0.18
C -3.86 -1.38 0.13
Cl -3.79 -2.96 0.82
H -6.00 -1.38 0.00
Cl -6.66 1.14 -1.11
H -4.01 2.15 -1.38
H -1.83 1.14 -0.82
C 0.41 -1.89 1.70
H 0.72 -2.43 0.81
H 0.36 -2.58 2.54
C 1.42 -0.75 2.02
H 1.40 -0.54 3.10
H 2.42 -1.09 1.77
H -2.57 -0.45 2.26
H -1.46 -1.21 3.41
H 1.52 1.72 -0.27
C 3.34 1.34 0.76
O 4.03 2.04 -0.25
H 4.84 2.40 0.10
H 3.14 2.00 1.61
H 3.95 0.49 1.11
H 3.03 1.13 -2.27
*
```

## Properties
**Molar mass**: 387.31 g/mol
**Energy**: -1955.9565 Ha
**HOMO**: -0.339 Ha
**SMILES string**: CC(C)C[C@H](CO)N1CCN(C(=O)c2ccc(Cl)cc2Cl)CCC1=O
**Energy above the lowest of the compared OMol25 structures with the same formula, charge and spin**: 0.00 kcal/mol
**HOMO-LUMO gap**: 9.78 eV

(2)
Molecular formula: C30H37IrN2OPS5
Method: DFT, ωB97M-V with the def2-TZVPD basis set

The geometry in ORCA input format:
```
! RIJCOSX wB97M-V def2-TZVPD def2/J DEFGRID3
* xyz 2 6
Ir -0.73 -0.62 -0.72
C -2.38 1.96 2.89
C -1.83 1.57 1.55
N -1.36 0.32 1.37
N -1.50 -0.43 2.45
C -1.19 -1.73 2.36
S -0.66 -2.54 0.98
S -1.44 -2.50 3.87
C -1.31 -4.26 3.47
C -2.40 -4.78 2.56
C -2.07 -5.69 1.56
C -3.06 -6.25 0.76
C -4.38 -5.90 0.95
C -4.72 -4.99 1.94
C -3.73 -4.43 2.74
C -1.82 2.50 0.48
C -2.69 3.63 0.52
C -2.66 4.59 -0.45
C -1.72 4.50 -1.49
C -0.86 3.43 -1.57
C -0.90 2.39 -0.62
O -0.06 1.41 -0.75
H -1.73 1.59 3.68
H -3.35 1.49 3.05
H -2.48 3.04 2.98
H -1.37 -4.74 4.46
H -0.32 -4.47 3.07
H -1.03 -5.97 1.41
H -2.79 -6.97 0.00
H -5.16 -6.35 0.34
H -5.76 -4.72 2.11
H -4.01 -3.74 3.53
H -3.41 3.71 1.32
H -3.35 5.43 -0.41
H -1.68 5.28 -2.24
H -0.13 3.35 -2.37
C 1.68 -3.25 -2.02
C 2.33 -2.52 -0.85
S 1.87 -0.79 -0.58
C 2.41 0.12 -2.04
C 1.67 -0.13 -3.35
S -0.13 0.07 -3.24
C -0.68 -1.24 -4.34
C -0.32 -2.68 -3.94
S -0.12 -3.03 -2.17
H 1.86 -4.32 -1.90
H 2.13 -2.96 -2.97
H 3.41 -2.57 -0.95
H 2.07 -2.99 0.09
H 3.48 -0.07 -2.18
H 2.30 1.16 -1.73
H 1.88 -1.13 -3.74
H 2.03 0.58 -4.09
H -0.28 -1.03 -5.34
H -1.76 -1.11 -4.40
H 0.61 -3.01 -4.42
H -1.10 -3.35 -4.30
C -4.19 -0.57 0.08
P -3.09 -1.31 -1.16
C -3.48 -3.08 -1.09
C -3.67 -0.69 -2.75
C -3.45 0.65 -3.04
C -3.83 1.17 -4.27
C -4.41 0.34 -5.22
C -4.64 -1.00 -4.93
C -4.27 -1.52 -3.70
H -4.10 0.51 0.05
H -3.92 -0.93 1.08
H -5.22 -0.85 -0.13
H -4.55 -3.23 -1.22
H -3.20 -3.46 -0.10
H -2.93 -3.64 -1.84
H -2.98 1.31 -2.31
H -3.66 2.21 -4.50
H -4.70 0.74 -6.18
H -5.11 -1.64 -5.67
H -4.46 -2.56 -3.48
*
```

## Properties
**Molar mass**: 825.17 g/mol
**Expectation value of S²**: 8.7907
**Energy**: -3786.1491 Ha
**HOMO (spin up / spin down)**: -0.457 / -0.503 Ha
**Energy above the lowest of the compared OMol25 structures with the same formula, charge and spin**: 5.32 kcal/mol
**HOMO-LUMO gap (spin up / spin down)**: 6.61 / 5.54 eV

(3)
Molecular formula: C6H16N2
Method: DFT, ωB97M-V with the def2-TZVPD basis set

The geometry in ORCA input format:
```
! RIJCOSX wB97M-V def2-TZVPD def2/J DEFGRID3
* xyz -1 2
C -2.19 -0.25 -1.57
C -2.70 0.48 -0.34
C -2.60 0.32 2.00
N -2.26 -0.22 0.88
H -2.50 0.25 -2.49
H -1.12 -0.31 -1.57
H -2.59 -1.27 -1.58
H -3.80 0.57 -0.33
H -2.33 1.50 -0.33
H -3.21 1.24 2.07
H -2.30 -0.20 2.93
C 3.02 -1.21 0.03
N 2.47 0.12 0.30
C 2.20 0.80 -0.95
C 1.22 -0.02 1.07
H 3.96 -1.08 -0.53
H 2.34 -1.85 -0.55
H 3.25 -1.73 0.99
H 1.78 1.82 -0.74
H 3.13 0.91 -1.54
H 1.45 0.26 -1.60
H 0.83 1.00 1.26
H 1.46 -0.51 2.05
H 0.46 -0.61 0.55
*
```

## Properties
**Molar mass**: 116.21 g/mol
**Expectation value of S²**: 0.7524
**Energy**: -347.6149 Ha
**HOMO (spin up / spin down)**: 0.035 / -0.139 Ha
**Energy above the lowest of the compared OMol25 structures with the same formula, charge and spin**: 27.32 kcal/mol
**HOMO-LUMO gap (spin up / spin down)**: 2.67 / 7.29 eV